2 unconnected molecules or ions with the total composition C7H12Si2 in a non-equilibrium geometry. Source: the Open Molecules 2025 dataset; level of theory: the ωB97M-V functional and the def2-TZVPD basis.

Values from the calculation:
E_tot (eV): -23205.57427
HOMO energy (eV): -8.022
Largest force on an atom (eV Å⁻¹): 3.32

```
! RIJCOSX wB97M-V def2-TZVPD def2/J DEFGRID3
* xyz 0 1
C 3.234 -0.364 -0.265
C 2.637 -1.061 0.788
C 2.413 0.401 -1.071
C 1.286 -0.791 1.187
C 1.096 0.620 -0.738
C 0.490 0.024 0.333
C -1.607 2.110 -0.073
Si -3.316 -1.576 -0.241
Si -1.228 0.487 0.892
H 4.115 -0.723 -0.742
H 3.365 -1.828 1.403
H 2.942 0.805 -1.931
H 0.688 -1.345 1.890
H 0.376 1.084 -1.414
H -0.566 2.624 -0.074
H -1.824 1.866 -1.140
H -2.358 2.816 0.340
H -2.527 -2.709 -0.229
H -3.558 -1.009 -1.628
H -4.607 -1.948 0.409
H -1.049 0.516 2.303
*
```

---

A gas-phase ion, C7H13BrN (charge +1) in a non-equilibrium geometry. Source: the Open Molecules 2025 dataset; level of theory: the ωB97M-V functional and the def2-TZVPD basis.

Values from the calculation:
E_tot (eV): -78989.22951
HOMO energy (alpha / beta) (eV): -8.879 / -14.461
Largest force on an atom (eV Å⁻¹): 7.75
<S²>: 2.01

```
! RIJCOSX wB97M-V def2-TZVPD def2/J DEFGRID3
* xyz 1 3
C 1.605 -0.887 -0.547
C 2.868 -0.952 -0.128
C 0.597 -2.005 -0.380
C -0.649 -1.649 0.469
C -1.298 -0.278 0.254
C -0.506 0.867 0.722
C -1.581 2.543 -0.656
N -0.586 2.089 0.331
Br 4.135 0.422 0.095
H 1.321 -0.005 -0.904
H 0.336 -2.215 -1.326
H 1.219 -2.774 -0.035
H -1.231 -2.535 0.217
H -0.316 -1.571 1.595
H -1.681 -0.307 -0.688
H -2.223 -0.411 0.898
H 0.130 0.509 1.528
H -1.447 3.653 -0.520
H -1.291 2.113 -1.717
H -2.636 2.364 -0.204
H -0.184 2.919 0.699
H 3.418 -1.889 0.299
*
```

---

A single C7H13BrN2 molecule in a non-equilibrium geometry. Source: the Open Molecules 2025 dataset; level of theory: the ωB97M-V functional and the def2-TZVPD basis.

Values from the calculation:
E_tot (eV): -80488.69857
HOMO energy (eV): -7.056
Largest force on an atom (eV Å⁻¹): 6.03
SMILES: CC1=C(Br)[C@@H](C)N(C)N1C

```
! RIJCOSX wB97M-V def2-TZVPD def2/J DEFGRID3
* xyz 0 1
C 1.525 -0.025 0.761
C 0.638 1.110 0.130
C 0.744 -1.259 0.441
C 0.692 2.630 0.028
C 0.239 -2.079 1.658
C -1.912 1.115 -0.215
C -0.400 -1.153 -1.761
N -0.558 0.547 -0.270
N -0.432 -0.869 -0.358
Br 3.463 -0.172 0.830
H 1.370 -1.862 -0.216
H 1.053 2.823 -0.972
H 1.303 3.010 0.832
H -0.329 2.959 0.139
H -0.519 -1.554 2.251
H 1.103 -2.270 2.384
H -0.284 -3.019 1.350
H -2.489 0.253 -0.063
H -1.806 2.005 0.421
H -2.123 1.491 -1.218
H -0.059 -2.204 -1.871
H -1.354 -1.123 -2.146
H 0.135 -0.356 -2.136
*
```

---

A single C7H13Cl3NP molecule in a non-equilibrium geometry. Source: the Open Molecules 2025 dataset; level of theory: the ωB97M-V functional and the def2-TZVPD basis.

Values from the calculation:
E_tot (eV): -55814.63099
HOMO energy (eV): -7.947
Largest force on an atom (eV Å⁻¹): 6.50
SMILES: CCN(CC)/C(Cl)=C(/C)P(Cl)Cl

```
! RIJCOSX wB97M-V def2-TZVPD def2/J DEFGRID3
* xyz 0 1
C -1.235 0.991 0.956
C -0.935 -0.225 -0.045
C -2.752 1.221 1.169
C 1.257 -2.465 0.499
C 1.302 0.953 -2.253
C 0.524 -1.937 -0.799
C 1.258 0.571 -0.721
N 0.292 -0.515 -0.547
P 0.015 1.154 2.159
Cl -2.320 -0.877 -0.855
Cl -1.146 1.327 3.845
Cl 0.484 3.190 1.885
H -2.945 1.933 1.909
H -3.069 0.183 1.455
H -3.198 1.487 0.086
H 1.845 -3.352 0.430
H 2.082 -1.769 0.647
H 0.673 -2.575 1.423
H 1.997 1.728 -2.468
H 1.648 0.145 -2.967
H 0.446 1.417 -2.587
H 1.142 -2.132 -1.711
H -0.486 -2.263 -0.917
H 2.297 0.409 -0.322
H 0.823 1.398 -0.269
*
```

---

A molecular structure, C7H13Cl3O5PS2V in a non-equilibrium geometry. Source: the Open Molecules 2025 dataset; level of theory: the ωB97M-V functional and the def2-TZVPD basis.

Values from the calculation:
E_tot (eV): -111918.42901
HOMO energy (alpha / beta) (eV): -13.411 / -13.453
Largest force on an atom (eV Å⁻¹): 1.98
<S²>: 0.77

```
! RIJCOSX wB97M-V def2-TZVPD def2/J DEFGRID3
* xyz 1 2
V -0.112 0.630 -1.586
C -3.519 -0.926 2.818
C -2.017 -0.961 2.897
O -1.502 -1.324 1.566
P -0.160 -0.755 1.029
S 0.083 -1.515 -0.842
S -0.186 1.236 0.737
O 0.904 -1.205 2.078
C 2.323 -0.837 2.011
C 3.122 -1.950 1.378
H -3.922 -0.708 3.807
H -3.908 -1.888 2.489
H -3.855 -0.152 2.129
H -1.654 -1.722 3.584
H -1.602 0.007 3.180
H 2.606 -0.675 3.048
H 2.411 0.106 1.472
H 2.970 -2.882 1.919
H 4.181 -1.696 1.421
H 2.844 -2.095 0.335
C 2.660 1.743 -2.412
O 1.414 1.220 -2.034
H 3.445 1.028 -2.164
H 2.844 2.679 -1.883
H 2.672 1.922 -3.487
Cl -3.464 2.499 -4.043
C -2.183 1.822 -3.125
Cl -2.750 0.778 -1.790
Cl -1.179 3.063 -2.268
C -1.096 1.038 -3.966
O -0.741 1.503 -5.001
O -0.632 0.015 -3.296
*
```

---

A molecular structure, C7H13ClNOPS in a non-equilibrium geometry. Source: the Open Molecules 2025 dataset; level of theory: the ωB97M-V functional and the def2-TZVPD basis.

Values from the calculation:
E_tot (eV): -43649.87713
HOMO energy (alpha / beta) (eV): -3.622 / -8.357
Largest force on an atom (eV Å⁻¹): 5.04
<S²>: 2.01

```
! RIJCOSX wB97M-V def2-TZVPD def2/J DEFGRID3
* xyz 0 3
C 0.737 0.585 -0.819
C 0.879 1.887 -0.907
C 1.625 2.770 -1.839
C 0.948 -2.121 0.400
C -1.263 -1.209 1.774
C -1.125 -1.691 -0.609
C -0.284 -1.138 0.550
N -0.029 0.233 0.271
O 0.166 2.603 0.057
P -0.628 1.623 1.023
S -0.611 1.878 2.934
Cl -2.571 1.729 0.228
H 1.334 -0.110 -1.479
H 1.367 3.863 -1.721
H 1.518 2.616 -2.865
H 2.638 2.684 -1.519
H 1.242 -2.154 -0.661
H 1.883 -1.790 1.001
H 0.631 -3.006 0.910
H -2.327 -1.091 1.512
H -0.938 -0.442 2.463
H -1.124 -2.236 2.078
H -1.810 -0.864 -0.768
H -0.548 -2.039 -1.585
H -1.710 -2.581 -0.430
*
```

---

A single C7H13ClOSi molecule in a non-equilibrium geometry. Source: the Open Molecules 2025 dataset; level of theory: the ωB97M-V functional and the def2-TZVPD basis.

Values from the calculation:
E_tot (eV): -29913.42826
HOMO energy (alpha / beta) (eV): -5.498 / -9.591
Largest force on an atom (eV Å⁻¹): 7.93
<S²>: 2.01

```
! RIJCOSX wB97M-V def2-TZVPD def2/J DEFGRID3
* xyz 0 3
C 1.630 -0.040 1.355
C 2.299 -1.165 0.546
C -1.283 0.483 -1.659
C -2.297 -0.262 -0.763
C -1.140 1.877 -1.064
C -1.491 -0.924 0.367
C 3.642 -1.306 0.330
O -0.675 1.856 0.309
Si -0.379 0.488 1.156
Cl -0.988 0.923 3.063
H 2.052 1.008 1.363
H 1.820 -0.580 2.338
H 1.636 -1.781 -0.054
H -0.179 0.038 -1.708
H -1.702 0.728 -2.673
H -2.901 0.604 -0.512
H -3.045 -0.961 -1.392
H -0.601 2.413 -1.793
H -2.066 2.422 -0.825
H -2.101 -1.329 1.303
H -0.839 -1.755 -0.062
H 4.535 -0.682 0.583
H 4.070 -2.058 -0.208
*
```

---

2 unconnected molecules or ions with the total composition C7H13N in a non-equilibrium geometry. Source: the Open Molecules 2025 dataset; level of theory: the ωB97M-V functional and the def2-TZVPD basis.

Values from the calculation:
E_tot (eV): -8952.59261
HOMO energy (eV): -6.459
Largest force on an atom (eV Å⁻¹): 1.65

```
! RIJCOSX wB97M-V def2-TZVPD def2/J DEFGRID3
* xyz 0 1
C -0.409 2.193 -0.894
C 1.112 2.076 -0.690
C 0.348 -0.400 1.696
C 0.030 -1.370 0.755
C 0.764 -1.674 -0.370
C -1.950 -2.732 0.210
C -1.017 -2.385 1.095
N 1.870 3.026 -1.338
H -0.967 1.457 -0.310
H -0.731 3.183 -0.557
H -0.601 2.004 -1.954
H 1.443 1.069 -0.958
H -0.260 -0.294 2.584
H 1.312 0.068 1.587
H 1.404 -0.956 -0.873
H 0.701 -2.616 -0.899
H -1.864 -2.315 -0.795
H -2.616 -3.578 0.353
H -1.175 -2.731 2.117
H 1.197 2.044 0.448
H 1.410 3.931 -1.206
*
```